No. 1
Density functional theory data (ωB97M-V/def2-TZVPD) for a structure of composition C24H67InN5Na3O15PS in a non-equilibrium geometry.

Each line ends with the Löwdin charge.
Cartesian coordinates (Å):
In  28.22805  7.15642  16.49093  0.958
S  27.10743  2.25403  14.10054  0.149
P  24.58486  4.52052  19.70561  -0.142
Na  20.87595  3.34913  21.90562  0.879
Na  26.96539  0.60492  18.89285  0.897
Na  22.88911  2.68987  15.80559  0.882
O  28.05783  0.75374  23.16593  -0.211
O  26.15211  9.05050  22.87911  -0.094
O  24.30454  5.48801  18.59558  -0.257
O  18.91980  10.73613  24.97436  -0.159
O  24.05315  5.11055  21.04614  -0.333
O  25.16912  10.73910  14.72856  -0.176
O  23.86460  3.16142  19.51807  -0.412
O  26.13354  4.25739  19.67829  -0.302
O  26.47878  1.12489  14.75165  -0.421
O  24.57160  3.30416  28.74733  -0.187
O  27.52627  2.11535  12.70494  -0.313
O  20.55531  7.27232  16.08682  -0.094
O  26.25736  3.44941  14.11334  -0.356
O  28.26110  2.63598  14.94914  -0.356
O  19.57183  -0.78295  21.73825  -0.191
N  19.85628  8.48469  22.21692  0.016
N  22.78999  3.46809  26.52416  0.029
N  25.77138  11.14259  17.64446  0.022
N  29.31395  3.71098  23.08744  0.027
N  20.06442  -0.83967  18.76831  0.036
C  17.94391  -1.78779  18.40845  -0.076
C  20.54499  8.05806  14.88723  -0.313
C  29.75403  2.52194  23.69411  -0.465
C  19.64701  9.77756  24.24526  -0.222
C  24.00112  12.51964  17.86577  -0.090
C  26.98226  -0.03029  23.65765  -0.118
C  26.40325  9.16412  24.25954  -0.342
C  22.39269  3.98473  27.79133  -0.424
C  24.55075  11.43301  16.98499  -0.458
C  27.52944  10.15783  24.33531  -0.091
C  28.59052  1.65943  24.21888  -0.153
C  19.46513  -1.40736  23.00716  -0.112
C  25.55900  11.12950  13.45720  -0.155
C  30.68938  2.87566  24.85661  -0.067
C  18.00223  10.02018  22.35720  -0.054
C  18.72620  -1.46849  20.85405  -0.220
C  24.76855  11.87404  15.53804  -0.169
C  19.70535  11.79235  25.38013  -0.142
C  20.82409  3.75038  27.95282  -0.062
C  19.46630  9.79014  22.73621  -0.446
C  18.74642  -0.90429  19.38677  -0.406
C  21.37791  7.37300  13.85664  -0.095
C  23.17398  3.38890  28.99699  -0.194
C  25.25555  2.87398  29.90671  -0.120
H  20.18516  12.30714  24.54774  0.091
H  26.22788  0.68068  23.99456  0.088
H  25.39602  12.76314  15.47580  0.130
H  18.14248  -1.72689  17.33842  0.076
H  27.82503  10.13743  25.38427  0.074
H  21.73694  8.11818  13.14677  0.078
H  17.82215  9.99624  21.28245  0.074
H  20.23775  4.44495  27.35126  0.060
H  22.50738  5.06862  27.80261  0.128
H  27.37810  11.16749  23.95350  0.081
H  25.11935  3.31761  30.89299  0.092
H  26.52644  11.62575  13.38048  0.086
H  27.79087  2.35105  24.48409  0.114
H  19.79279  -2.43883  22.87750  0.087
H  17.69290  11.01839  22.66701  0.077
H  20.80605  8.25118  22.46893  0.064
H  23.61307  2.92263  26.73655  0.061
H  24.07477  12.34020  18.93837  0.079
H  31.47056  3.54643  24.49895  0.078
H  19.14693  12.56828  25.90377  0.089
H  20.51348  -0.15289  19.35718  0.053
H  23.15782  4.16536  25.89281  0.073
H  20.12076  10.51150  22.24690  0.133
H  24.44505  13.50602  17.73129  0.087
H  26.32549  2.92821  29.70575  0.087
H  31.17313  1.95738  25.18958  0.078
H  20.46196  11.55197  26.12703  0.086
H  22.66221  2.44778  29.19822  0.127
H  26.37288  11.95103  17.57569  0.079
H  20.51660  4.03164  28.96001  0.069
H  18.97910  -2.52874  20.85743  0.122
H  26.63104  8.13984  24.55462  0.115
H  18.10182  -2.85458  18.56696  0.072
H  25.57725  10.14239  12.99527  0.092
H  25.49656  11.08458  18.61462  0.066
H  28.83009  1.20799  25.18164  0.118
H  21.46943  7.15861  16.35709  0.070
H  30.23457  3.38953  25.70348  0.080
H  27.29358  -0.80136  24.36236  0.089
H  23.81073  12.21015  15.14092  0.126
H  17.42256  9.24948  22.86524  0.085
H  19.50759  8.10982  14.55674  0.115
H  20.20524  -0.98470  23.68665  0.088
H  20.52280  -1.66822  19.11972  0.077
H  22.93042  12.63945  17.70038  0.078
H  20.86664  9.08119  15.08179  0.105
H  30.35693  2.02244  22.93574  0.142
H  28.61444  3.52016  22.38432  0.074
H  26.71081  -0.58391  22.75879  0.075
H  17.70544  -1.41351  21.23235  0.128
H  20.72006  9.73677  24.43233  0.122
H  22.23108  6.77062  14.16863  0.072
H  19.31314  8.82676  24.66072  0.127
H  23.10038  4.07394  29.84162  0.126
H  19.98704  8.55182  21.21767  0.070
H  25.69044  8.21451  22.78129  0.077
H  24.95886  11.75640  12.79771  0.088
H  20.55799  2.74666  27.62141  0.067
H  18.50117  -1.48302  23.51029  0.095
H  18.23876  0.05922  19.43189  0.130
H  25.53051  9.56373  24.77601  0.105
H  20.72246  6.67140  13.34065  0.074
H  16.85649  -1.75381  18.47527  0.074
H  23.88864  10.57385  17.09243  0.144
H  28.32586  9.68729  23.75876  0.075
H  25.10412  1.79885  30.00299  0.086
H  28.66894  4.20366  23.68856  0.075

Properties
Kohn-Sham gap in eV: 2.216
Charge: +1
Lowest unoccupied orbital energy in eV: -5.636
Spin multiplicity: 1
HOMO in eV: -7.85



No. 2
Density functional theory data (ωB97M-V/def2-TZVPD) for a structure of composition C24H70FeO12 in a non-equilibrium geometry.

Each line ends with the Löwdin spin population.
Cartesian coordinates (Å):
Fe  -1.65630  -1.46364  -2.57362  4.025
O  -1.18874  6.02206  -1.36749  0.000
O  -1.88493  0.00753  5.71327  0.000
O  1.49345  4.72449  4.20569  0.000
O  -3.30675  -2.65610  -2.16301  0.031
O  0.15185  -0.41123  -3.12964  0.034
O  -3.28357  -4.43489  -0.13297  0.000
O  5.76582  -0.14238  0.62648  0.000
O  -4.51978  -0.20191  0.94612  0.001
O  -0.48782  -3.11589  -2.23840  0.407
O  2.80221  -0.94254  -3.78003  0.001
O  4.82879  2.24252  -0.30021  0.000
O  -1.58252  -0.76743  -0.63722  0.348
C  -0.98985  -0.14799  0.45701  0.038
C  0.02258  -0.67036  4.51372  0.000
C  3.61110  -0.93222  1.37821  0.000
C  -3.09151  -3.85078  1.11586  0.000
C  0.29005  1.02686  -3.11237  0.002
C  3.28183  3.77871  -1.20093  0.000
C  -4.04281  -4.52758  2.11176  0.000
C  -4.58000  -2.77614  -2.80877  0.006
C  2.33707  4.29737  3.19530  0.000
C  0.79804  -4.08973  -0.34576  0.012
C  -5.57851  -2.35844  -1.80328  0.001
C  -0.96725  0.47472  4.80885  0.000
C  -4.66123  0.89851  0.07384  0.000
C  -0.33391  3.89777  -0.63082  0.000
C  3.64444  2.30436  -1.05428  0.000
C  0.51275  -0.28957  0.50444  0.009
C  4.81335  -1.30369  -2.36560  0.000
C  1.87245  2.89655  2.74298  0.000
C  0.58395  1.41272  -4.50578  0.001
C  0.26673  -4.21286  -1.78361  0.044
C  5.13574  -1.02852  1.48321  0.000
C  3.24305  -1.40522  -2.49219  0.000
C  -0.38513  5.40957  -0.40367  0.000
C  -6.15450  1.24812  0.09476  0.000
H  0.26134  3.42471  0.15021  0.000
H  1.62888  -3.38630  -0.29115  0.000
H  -3.21809  -2.77660  0.98091  0.000
H  3.28011  0.10319  1.45862  0.000
H  -1.29142  3.38966  -0.51643  0.000
H  -0.46839  1.28781  5.33623  0.000
H  3.97140  4.38044  -1.79296  0.000
H  1.78319  2.22147  3.59410  0.000
H  3.79754  1.83133  -2.02428  0.000
H  1.19066  -5.03415  0.03111  0.001
H  5.14696  1.34682  -0.16574  0.000
H  1.04844  -4.44453  -2.50704  0.008
H  -6.33691  2.18098  -0.43871  0.000
H  -4.67715  -2.18813  -3.72140  0.001
H  3.27433  -1.52357  -4.38095  0.000
H  5.52536  -2.03141  1.30851  0.000
H  -0.39733  -5.07684  -1.75742  0.011
H  2.81640  -0.69257  -1.78637  0.000
H  -3.62306  -0.51837  0.81446  0.000
H  1.03083  0.18417  -0.32938  0.000
H  2.47902  2.34441  2.02514  0.000
H  5.18757  -1.73299  -1.43621  0.000
H  -4.07497  -3.99964  3.06484  0.000
H  1.09864  1.27651  -2.42539  0.001
H  6.68607  -0.13313  0.89976  0.000
H  -1.46890  -0.58916  1.33106  0.013
H  -6.75187  0.47136  -0.38263  0.000
H  -0.60423  1.51082  -2.71973  0.000
H  3.06580  -1.45183  2.16611  0.000
H  0.71103  -0.31718  3.74600  0.000
H  5.31951  -1.95805  -3.07534  0.000
H  -5.44349  -2.93673  -0.88926  0.000
H  5.11490  -0.28019  -2.58834  0.000
H  -0.46248  -1.57769  4.15375  0.000
H  3.40173  4.32314  3.42759  0.000
H  -0.99104  5.62450  0.47654  0.000
H  -3.14031  -5.37392  0.00594  0.000
H  -2.33542  0.77309  6.07739  0.000
H  -2.08807  -3.93990  1.53215  0.000
H  2.29703  3.95507  -1.63358  0.000
H  -0.20584  1.33942  -5.25340  0.000
H  0.02412  -3.82106  0.37324  0.000
H  0.88130  3.03262  2.31033  0.000
H  -6.56000  -2.62951  -2.19227  0.000
H  -5.63472  -1.29559  -1.56810  0.000
H  0.94815  0.08078  1.43253  0.000
H  -4.26636  0.67132  -0.91640  -0.001
H  -4.03603  1.71165  0.44269  0.000
H  -5.08775  -4.74962  1.89520  0.000
H  0.75128  -1.35277  0.47605  0.000
H  -6.55715  1.35285  1.10223  0.000
H  3.26968  4.32744  -0.25920  0.000
H  0.10276  3.59515  -1.58258  0.000
H  3.26499  -1.32550  0.42235  0.000
H  -3.25800  -3.36334  -1.51569  0.001
H  0.57505  5.92046  -0.33181  0.000
H  -4.68898  -3.80705  -3.14559  0.001
H  5.51431  -0.77159  2.47254  0.000
H  -1.66851  6.69156  -0.87434  0.000
H  2.89597  1.70414  -0.53696  0.000
H  -1.51285  0.86069  3.94777  0.000
H  1.03500  -0.70828  -3.36072  0.001
H  -1.25880  0.90827  0.46551  0.004
H  1.45881  0.90628  -4.91350  0.000
H  2.22841  5.00155  2.37043  0.000
H  2.73079  -2.36064  -2.37878  0.000
H  0.50612  -0.89448  5.46453  0.000
H  -3.73385  -5.54012  2.37136  0.000
H  0.83145  2.47102  -4.58844  0.000
H  1.94688  4.46499  5.01110  0.000

Properties
Kohn-Sham gap (spin up / spin down) in eV: 8.149 / 6.626
Charge: +1
Lowest unoccupied orbital energy (spin up / spin down) in eV: -3.612 / -5.131
Spin multiplicity: 6
Energy relative to the best compared isomer or geometry (same formula, charge and spin) in kcal/mol: 0.00
HOMO (spin up / spin down) in eV: -11.76 / -11.76



No. 3
Density functional theory data (ωB97M-V/def2-TZVPD) for a cluster of 10 separate species, C24H70N2O18 in total in a non-equilibrium geometry.

Each line ends with the Löwdin charge.
Cartesian coordinates (Å):
O  0.21067  -2.99690  2.38322  -0.056
O  0.94568  -5.10181  -2.84929  -0.071
O  3.16766  -0.77396  -6.40724  -0.069
O  -2.44718  -4.00538  3.28196  -0.043
O  2.24366  1.64451  -3.85343  -0.104
O  -1.12524  -0.71890  1.46749  -0.140
O  -0.80070  -5.35520  -0.80519  -0.050
O  3.10955  -3.02338  -4.24375  -0.084
O  3.93967  -2.38560  -1.62536  -0.086
O  -0.05439  5.26425  3.68889  -0.195
O  0.07782  0.69522  -0.25698  -0.114
O  1.22057  -1.74658  -1.28967  -0.066
O  -2.12105  2.88170  -0.86454  -0.128
O  2.43638  2.00237  -0.91189  -0.056
O  2.82655  -0.67268  0.71700  -0.111
O  -5.44888  -1.18584  2.40730  -0.196
O  -0.25707  3.01984  -2.86952  -0.071
O  -2.60336  -3.49404  0.43889  -0.102
N  2.80904  7.59895  3.89019  0.023
N  -2.87480  1.27564  1.49407  0.052
C  4.83485  -2.26128  -2.72427  -0.240
C  3.57974  0.61275  0.73612  -0.154
C  0.44213  -1.76121  3.00563  -0.220
C  3.64001  1.38909  -0.57183  -0.245
C  0.96798  7.58264  2.14869  -0.076
C  -1.61988  2.89995  -3.19316  -0.236
C  2.95319  0.50178  -4.43264  -0.198
C  0.48147  -5.21821  -0.43242  -0.295
C  -4.41620  -0.09461  -0.03763  -0.040
C  -0.15667  -1.48900  -1.43639  -0.196
C  -2.40614  3.59380  -2.03601  -0.219
C  -3.69291  -4.04982  1.21394  -0.167
C  -4.28668  0.59587  1.33055  -0.352
C  2.25072  0.01978  -5.69911  -0.242
C  1.41273  -5.56894  -1.57791  -0.227
C  -0.45053  0.04749  -1.42880  -0.189
C  -0.80365  -0.90909  2.85453  -0.204
C  -4.31362  -0.37807  2.41802  -0.267
C  -2.91779  -4.84653  2.27183  -0.241
C  -0.38008  4.01311  3.11472  -0.114
C  1.41767  7.16492  3.52424  -0.465
C  -5.80781  -1.68911  3.66112  -0.101
C  4.44985  -3.24879  -3.79086  -0.217
C  1.28910  5.67854  3.69357  -0.235
H  -4.18363  0.28566  3.35495  0.157
H  3.01489  -2.26119  -1.95501  0.063
H  -6.55837  -2.41908  3.43361  0.085
H  -4.93516  -2.01091  4.23917  0.096
H  3.45012  7.05076  3.21470  0.102
H  1.67571  1.43552  -0.68525  0.052
H  -1.90925  1.76972  -3.24425  0.137
H  -0.16346  3.95491  2.04661  0.082
H  -4.62317  0.62381  -0.84320  0.080
H  -2.13336  -5.36359  1.71452  0.114
H  -6.33448  -0.87059  4.20273  0.099
H  2.51586  -3.72975  -3.89130  0.087
H  -0.12518  0.14877  0.53788  0.048
H  3.94548  0.93374  -4.75327  0.135
H  0.53079  -1.91370  4.02875  0.105
H  1.65453  -1.37174  -0.53690  0.024
H  -1.30124  -4.56462  -0.47403  0.084
H  -2.83965  1.79654  2.41697  0.105
H  -5.12097  1.33646  1.26053  0.151
H  -3.53901  -5.61762  2.77802  0.127
H  -1.48070  3.89919  3.28097  0.091
H  -2.74344  1.97123  0.71720  0.070
H  1.78164  5.33276  4.63565  0.139
H  4.60068  0.44712  1.03271  0.112
H  3.19328  -1.64985  -6.03695  0.049
H  -0.54776  0.03044  3.34842  0.122
H  2.33282  -5.05266  -1.29406  0.111
H  3.10016  -0.24089  -3.62495  0.095
H  -3.50641  3.58790  -2.13804  0.124
H  -3.51236  -0.63648  -0.35773  0.069
H  -1.59141  -3.67859  3.12113  0.016
H  -3.38971  -1.01561  2.33999  0.113
H  -1.66484  -1.37950  3.38901  0.117
H  2.40059  1.73492  -2.91056  0.029
H  3.08204  1.18671  1.51491  0.122
H  2.98958  8.56116  3.65484  0.052
H  1.86179  7.38189  1.43524  0.106
H  1.26747  -1.16697  2.67481  0.105
H  -2.04905  4.64574  -1.91278  0.127
H  -4.29500  -4.66934  0.59508  0.107
H  0.06610  6.95845  1.85277  0.095
H  -0.50018  -1.84380  -2.40260  0.128
H  1.67756  -6.62299  -1.62053  0.115
H  5.11871  -3.13650  -4.67539  0.131
H  4.04254  0.70223  -1.35439  0.124
H  -5.18587  -0.85352  0.03567  0.077
H  4.83940  -1.27946  -3.16581  0.094
H  0.12209  0.47987  -2.29911  0.121
H  -1.16036  2.63249  -0.88044  0.086
H  0.31740  2.66923  -3.56511  0.073
H  2.09303  0.90087  -6.33641  0.129
H  -1.53494  0.24107  -1.57269  0.107
H  4.54111  -4.27675  -3.35608  0.136
H  0.72156  7.61345  4.20644  0.128
H  -0.78543  -1.89968  -0.64583  0.086
H  0.73156  -4.16631  -0.22736  0.106
H  0.65550  -5.91472  0.33352  0.115
H  -0.01347  -5.18442  -2.63125  0.088
H  0.58057  -3.13142  1.47055  0.099
H  0.06257  3.10282  3.55117  0.080
H  1.35638  -0.57228  -5.47043  0.124
H  1.75471  5.19815  2.82272  0.123
H  -4.43502  -3.37000  1.68387  0.116
H  5.80415  -2.40150  -2.36897  0.104
H  -1.88439  3.35414  -4.10509  0.093
H  -1.78432  0.02272  1.40008  0.022
H  -2.25499  -2.70166  0.87825  0.056
H  0.69998  8.63606  2.10154  0.067
H  3.37462  -1.24859  0.12387  0.074
H  4.40744  2.08253  -0.49716  0.100

Properties
Kohn-Sham gap in eV: 10.053
Charge: 0
Lowest unoccupied orbital energy in eV: 0.460
Spin multiplicity: 1
Energy relative to the best compared isomer or geometry (same formula, charge and spin) in kcal/mol: 26.74
HOMO in eV: -9.59